## 1
The following is a DFT calculation (wB97M-V/def2-TZVPD) of a 2-piece molecular cluster, C5H10NS overall.

The geometry in ORCA input format:
```
! wB97M-V def2-TZVPD RIJCOSX def2/J DEFGRID3
* xyz 1 1
C 1.4306 0.4893 -0.3158
C -0.1567 -0.7684 0.7471
C -0.6190 0.9644 -1.8128
C 0.9586 1.8752 -0.0569
C -0.9398 -2.2886 2.8884
N 0.7139 1.2156 -1.3901
S 0.5378 -1.7890 1.8705
H -1.2027 1.9033 -2.0524
H -0.6059 0.1395 -2.4967
H -1.0347 0.5135 -0.9174
H 1.6867 2.7272 -0.0107
H 0.0841 2.2163 0.3096
H 2.3841 -0.0258 -0.3911
H -0.4627 -3.0085 3.6140
H -1.6060 -2.9216 2.2575
H -1.3182 -1.3100 3.1691
H 1.3829 1.6349 -2.0667
*
```

Results
HOMO (alpha / beta) (eV): -12.588 / -12.588

## 2
The following is a DFT calculation (wB97M-V/def2-TZVPD) of a 2-piece molecular cluster, C5H10NS overall.

The geometry in ORCA input format:
```
! wB97M-V def2-TZVPD RIJCOSX def2/J DEFGRID3
* xyz 1 1
C -0.2651 1.9792 1.0288
C 0.1524 0.2490 -1.8279
C 1.3691 0.0327 1.2136
C -0.1648 1.6688 2.2482
C -1.3311 -2.1076 -1.4717
N 0.0300 0.6137 1.2446
S -1.2888 -0.4928 -2.0999
H 1.8061 -0.0427 2.2120
H 1.1232 -0.8884 0.6229
H 1.9424 0.6732 0.5031
H -0.0577 1.5673 3.3346
H 0.1498 1.3940 -2.0462
H -0.0125 2.7951 0.3120
H -1.1620 -2.9296 -2.0925
H -2.4739 -2.0184 -1.2641
H -0.8775 -2.1954 -0.5712
H 1.0604 -0.2984 -1.3463
*
```

Results
HOMO (alpha / beta) (eV): -11.227 / -11.228

Most stable structure - 1; separation to the second - 7.9 kcal/mol.

## 1
The following is a DFT calculation (wB97M-V/def2-TZVPD) of C5H10NS as an isolated structure.

The geometry in ORCA input format:
```
! wB97M-V def2-TZVPD RIJCOSX def2/J DEFGRID3
* xyz 1 1
C -0.9690 0.0357 0.2696
C -1.6332 0.5174 1.7124
C 0.5239 0.3675 -0.0481
C 0.1728 -0.7153 -1.1533
C 1.5190 0.1107 1.0508
N -1.2569 -0.6081 -0.9241
S 0.6231 -0.2598 -2.8420
H -2.6236 0.3533 2.0427
H -0.8053 0.8882 2.4714
H 0.5695 1.3690 -0.5076
H 0.6402 -1.6505 -0.8616
H 1.0771 0.4912 1.9181
H 2.3670 0.7033 0.7880
H 1.6669 -0.8894 1.0962
H -1.8545 -1.5089 -1.0363
H -1.5778 0.1289 -1.5327
H 1.5608 0.6666 -2.4435
*
```

Results
HOMO (eV): -13.545

## 2
The following is a DFT calculation (wB97M-V/def2-TZVPD) of C5H10NS as an isolated structure.

The geometry in ORCA input format:
```
! wB97M-V def2-TZVPD RIJCOSX def2/J DEFGRID3
* xyz 1 1
C 0.7856 -0.9679 -0.6670
C 1.9007 -0.5043 -1.1889
C 0.2148 0.2708 -0.1996
C -1.6726 0.6431 -1.8600
C 0.3404 0.0076 2.1475
N -0.6292 0.1296 1.0173
S 1.5397 1.2356 -0.8488
H 0.5437 -2.0355 -0.6144
H 2.8347 -0.8232 -1.5949
H -2.4593 0.0741 -1.7349
H -0.9266 0.4350 -2.5253
H -1.8888 1.5812 -1.5341
H -0.0732 -0.4441 3.0567
H 1.1277 -0.6998 1.6692
H 0.7675 0.8471 2.5798
H -1.1719 0.9417 1.2278
H -1.2332 -0.6908 1.0697
*
```

Results
HOMO (eV): -12.411

Most stable structure - 1; separation to the second - 30.4 kcal/mol.

## 1
The following is a DFT calculation (wB97M-V/def2-TZVPD) of one molecule with the formula C8H13N.

The geometry in ORCA input format:
```
! wB97M-V def2-TZVPD RIJCOSX def2/J DEFGRID3
* xyz 0 1
C -2.5785 -0.1173 -0.3527
C -1.1239 -0.0924 -0.0051
C -0.7738 1.5226 0.0442
C 0.9002 1.8147 -0.0523
C 1.4575 0.3581 0.3896
C 2.3856 -0.6473 -0.0774
C 1.0935 -0.7673 -0.6875
C -0.2918 -1.2809 -0.3283
N -0.4960 -1.0216 1.1084
H -3.1189 0.3115 0.3727
H -2.8062 -1.1423 -0.5602
H -2.8577 0.3478 -1.3514
H -1.3135 2.0617 -0.4905
H -1.0069 1.6569 1.1474
H 1.2093 1.8814 -1.1079
H 1.0724 2.6314 0.7336
H 0.9716 -0.0180 1.3452
H 3.1924 -0.1534 -0.7036
H 2.8713 -1.5090 0.3866
H 0.9148 -0.1949 -1.6484
H -0.6872 -2.1889 -0.9319
H -1.3827 -1.2728 1.4676
*
```

Results
HOMO (eV): -8.493
SMILES: C[C@]12CC[C@@H]3C[C@H]3[C@H]1N2

## 2
The following is a DFT calculation (wB97M-V/def2-TZVPD) of C8H13N as an isolated structure.

The geometry in ORCA input format:
```
! wB97M-V def2-TZVPD RIJCOSX def2/J DEFGRID3
* xyz 0 1
C -0.8939 1.6332 0.1578
C -0.0468 -0.7746 0.0200
C 0.0137 -2.0530 0.0849
C -1.6108 0.3565 0.5658
C 0.9631 0.3086 -0.1337
C -2.7508 -0.1171 -0.2975
C 1.8354 0.4776 1.1645
C 1.8730 0.0898 -1.3879
N 0.3146 1.6022 -0.1396
H -1.3854 2.5847 0.3192
H 1.0387 -2.4190 -0.1454
H -0.9154 -2.7215 0.0880
H -1.8097 0.4100 1.7027
H -3.6704 0.2806 0.1243
H -2.8395 -1.2717 -0.2648
H -2.5179 0.0803 -1.3165
H 2.3975 -0.5662 1.0750
H 1.1219 0.5071 2.0808
H 2.5346 1.2669 1.0815
H 2.3546 -0.8776 -1.3684
H 2.6489 0.8130 -1.1786
H 1.3447 0.3905 -2.2320
*
```

Results
HOMO (eV): -9.135

## 3
The following is a DFT calculation (wB97M-V/def2-TZVPD) of one molecule with the formula C8H13N.

The geometry in ORCA input format:
```
! wB97M-V def2-TZVPD RIJCOSX def2/J DEFGRID3
* xyz 0 1
C 2.6534 0.6630 -0.2609
C 1.7051 -0.5856 -0.1609
C 0.7324 -0.6853 1.0736
C -0.3810 -0.2978 0.1039
C -1.5478 -1.2480 -0.0833
C -2.6072 -0.2847 -0.3363
C -2.3640 1.0384 -0.0059
C -0.8651 1.1640 0.3263
N 0.5007 -0.4358 -1.1274
H 2.2109 1.5838 0.0932
H 3.5204 0.4128 0.3723
H 3.0218 0.8844 -1.3038
H 2.0557 -1.6705 -0.2690
H 0.6842 0.3093 1.8489
H 0.7141 -1.6549 1.6790
H -1.7501 -1.9510 0.8330
H -1.3619 -1.9490 -0.8795
H -3.4076 -0.6464 -0.9900
H -3.0143 1.8618 -0.1607
H -0.6541 1.3162 1.4150
H -0.3365 1.8005 -0.3399
H 0.4909 0.3746 -1.8276
*
```

Results
HOMO (eV): -8.520
SMILES: C[C@H]1CC2(CC=CC2)N1

Most stable structure - 3; separation to the second - 6.2 kcal/mol.